Entry 1:
A structure of composition C41H38N3OP2Pb, computed with the ωB97M-V functional and the def2-TZVPD basis.

```
86
Properties=species:S:1:pos:R:3:lowdin_charge:R:1
Pb -0.41 0.67 -1.70 1.31
C 2.40 4.33 -1.79 -0.01
C 1.81 2.96 -1.70 -0.27
N 0.60 2.74 -1.33 -0.11
N -0.20 3.78 -0.96 0.09
C -1.48 3.45 -1.05 -0.46
O -1.92 2.31 -1.46 -0.29
C -2.48 4.46 -0.64 -0.16
C -3.82 4.24 -0.93 -0.03
C -4.78 5.16 -0.54 -0.08
C -4.40 6.30 0.16 -0.08
C -3.06 6.53 0.44 -0.07
C -2.10 5.61 0.04 -0.03
C 2.57 1.73 -2.10 -0.26
C 3.23 1.82 -3.40 -0.02
C 3.90 0.86 -4.05 -0.04
C 4.24 -0.52 -3.61 -0.12
C 2.75 -0.59 -1.48 -0.24
N 2.42 0.75 -1.29 0.09
H 2.18 4.87 -0.87 0.09
H 1.93 4.89 -2.60 0.10
H 3.48 4.29 -1.95 0.09
H -4.11 3.34 -1.46 0.12
H -5.82 4.99 -0.77 0.11
H -5.14 7.02 0.46 0.11
H -2.76 7.42 0.98 0.11
H -1.05 5.78 0.26 0.11
H 3.14 2.78 -3.89 0.11
H 4.31 1.14 -5.02 0.12
H 5.20 -0.48 -3.08 0.14
H 3.72 -2.19 -2.40 0.15
C -1.01 -2.72 0.58 -0.29
C -2.07 -1.60 0.72 -0.33
P -1.29 0.06 0.88 0.95
C -0.09 -0.02 2.23 -0.38
C -0.35 -0.77 3.38 -0.07
C 0.56 -0.77 4.42 -0.06
C 1.73 -0.02 4.32 -0.06
C 1.98 0.73 3.18 -0.06
C 1.08 0.73 2.13 -0.12
C -2.58 1.18 1.45 -0.36
C -3.92 0.98 1.12 -0.08
C -4.88 1.90 1.53 -0.07
C -4.51 3.02 2.26 -0.07
C -3.17 3.23 2.57 -0.06
C -2.21 2.32 2.17 -0.08
C -1.24 -3.65 -0.61 -0.34
P 0.12 -4.67 -1.39 1.07
C 0.92 -5.68 -0.09 -0.39
C 0.96 -5.43 1.28 -0.10
C 1.62 -6.30 2.15 -0.08
C 2.25 -7.42 1.65 -0.08
C 2.23 -7.68 0.28 -0.07
C 1.56 -6.82 -0.57 -0.11
C 1.31 -3.27 -1.63 -0.35
C 2.02 -2.78 -0.57 -0.08
C 2.39 -1.40 -0.45 -0.03
C 3.24 -1.27 -2.74 -0.26
C 1.96 -1.65 -3.41 -0.04
C 1.14 -2.59 -2.89 -0.14
H -1.01 -3.28 1.51 0.09
H -0.02 -2.27 0.50 0.06
H -2.74 -1.76 1.57 0.09
H -2.70 -1.56 -0.17 0.08
H -1.27 -1.34 3.46 0.11
H 0.36 -1.35 5.31 0.11
H 2.44 -0.02 5.14 0.11
H 2.89 1.32 3.11 0.11
H 1.28 1.30 1.23 0.09
H -4.23 0.11 0.56 0.10
H -5.92 1.73 1.29 0.11
H -5.26 3.73 2.57 0.11
H -2.88 4.11 3.13 0.11
H -1.17 2.49 2.43 0.11
H -1.57 -3.06 -1.47 0.07
H -2.06 -4.34 -0.40 0.09
H 0.48 -4.55 1.70 0.08
H 1.63 -6.09 3.21 0.11
H 2.77 -8.10 2.32 0.11
H 2.72 -8.56 -0.11 0.11
H 1.52 -7.04 -1.63 0.09
H 2.04 -3.37 0.34 0.10
H 2.20 -0.94 0.51 0.10
H 4.43 -1.14 -4.49 0.13
H 1.70 -1.16 -4.34 0.12
H 0.27 -2.88 -3.48 0.10
```

E_tot	-2699.9919	hartree
highest occupied orbital energy	-10.430	eV
largest force on an atom	0.13	eV/Å
charge	+1
ΔE to the lowest compared entry with this formula, charge and spin	47.9	kcal/mol

Entry 2:
A cluster of 3 separate species, C41H38N5O6 in total at a distorted geometry, computed with the ωB97M-V functional and the def2-TZVPD basis.

```
90
Properties=species:S:1:pos:R:3:lowdin_charge:R:1
C -5.87 3.50 0.67 0.05
C -5.22 4.37 -0.09 -0.12
C -4.19 5.40 -0.82 -0.19
C -3.09 4.62 -1.75 -0.14
C -1.75 4.24 -0.88 -0.09
N -1.77 2.80 -0.46 -0.05
C -1.04 1.74 -1.23 -0.18
C -0.09 2.13 -2.45 -0.03
C 0.72 2.53 -3.45 0.14
C -0.36 0.75 -0.12 -0.13
O 0.90 1.48 0.14 -0.13
N 1.95 0.74 -0.32 0.02
O 2.87 1.53 -0.37 0.03
C -1.52 0.85 1.06 -0.36
N -2.61 0.01 0.47 0.12
N -0.81 0.19 2.20 0.00
C -1.63 0.12 3.45 -0.25
C -2.73 -1.06 3.49 -0.12
C -1.66 2.48 1.04 -0.19
N -2.82 3.12 1.72 0.08
H -6.24 2.53 1.19 0.06
H -4.81 6.17 -1.43 0.12
H -3.69 6.02 0.03 0.11
H -2.82 5.36 -2.62 0.13
H -3.55 3.70 -2.28 0.13
H -0.79 4.58 -1.41 0.14
H -1.83 4.91 0.07 0.13
H -2.78 2.53 -0.63 0.15
H -1.89 1.16 -1.77 0.17
H 1.17 2.72 -4.50 0.09
H -0.07 -0.32 -0.45 0.18
H -3.38 0.58 0.07 0.10
H -2.22 -0.66 -0.21 0.10
H 0.04 0.74 2.45 0.10
H -0.88 -0.12 4.31 0.13
H -2.15 1.10 3.76 0.10
H -2.38 -2.05 2.99 0.09
H -3.18 -1.26 4.54 0.09
H -3.63 -0.70 2.84 0.06
H -0.72 3.03 1.42 0.18
H -2.57 4.10 1.97 0.10
H -3.06 2.68 2.62 0.09
C 1.42 -1.23 -3.76 -0.07
C 2.28 -1.71 -4.74 -0.05
C 1.76 -2.30 -5.89 0.01
C 0.38 -2.41 -6.06 -0.08
C -0.48 -1.95 -5.07 -0.08
C 0.04 -1.35 -3.92 -0.02
C -1.95 -2.11 -5.21 -0.28
O -2.70 -1.70 -4.34 0.08
C -2.48 -2.77 -6.41 -0.09
C -3.86 -2.98 -6.54 0.00
C -4.38 -3.59 -7.68 -0.05
C -3.52 -3.99 -8.70 -0.05
C -2.15 -3.79 -8.58 0.01
C -1.63 -3.19 -7.43 -0.08
C -0.16 -3.01 -7.30 -0.28
O 0.59 -3.36 -8.19 0.11
H 1.82 -0.77 -2.86 0.09
H 3.35 -1.63 -4.61 0.11
H 2.44 -2.66 -6.66 0.13
H -0.63 -0.98 -3.14 0.10
H -4.53 -2.66 -5.74 0.12
H -5.44 -3.75 -7.77 0.11
H -3.92 -4.46 -9.59 0.11
H -1.49 -4.10 -9.38 0.12
C 4.54 -2.64 9.01 -0.05
C 5.72 -3.14 8.48 -0.05
C 6.12 -2.77 7.19 0.01
C 5.32 -1.91 6.43 -0.09
C 4.12 -1.43 6.96 -0.09
C 3.74 -1.79 8.26 0.01
C 3.24 -0.56 6.15 -0.28
O 2.19 -0.14 6.62 0.09
C 3.64 -0.22 4.77 -0.08
C 2.80 0.56 3.98 0.00
C 3.17 0.90 2.68 -0.07
C 4.40 0.47 2.18 -0.05
C 5.25 -0.31 2.97 0.02
C 4.86 -0.66 4.26 -0.08
C 5.75 -1.51 5.08 -0.28
O 6.82 -1.89 4.64 0.11
H 4.24 -2.92 10.02 0.11
H 6.34 -3.81 9.06 0.11
H 7.04 -3.16 6.78 0.12
H 2.81 -1.41 8.68 0.12
H 1.84 0.90 4.36 0.11
H 2.51 1.49 2.06 0.07
H 4.70 0.74 1.17 0.10
H 6.20 -0.64 2.57 0.13
```

E_tot	-2309.7396	hartree
highest occupied orbital energy	-11.247	eV
largest force on an atom	8.04	eV/Å
charge	+1

Entry 3:
A structure of composition C41H39BIrN5OP2Se2 at a distorted geometry, computed with the ωB97M-V functional and the def2-TZVPD basis.

```
92
Properties=species:S:1:pos:R:3:lowdin_charge:R:1
Ir 1.12 1.54 -1.83 1.22
Se -0.06 -0.64 4.48 0.73
P -0.99 -1.60 2.86 0.64
C -0.54 -3.33 2.58 -0.37
C -1.02 -3.99 1.45 -0.10
C -0.65 -5.30 1.22 -0.06
C 0.21 -5.95 2.09 -0.05
C 0.69 -5.29 3.21 -0.05
C 0.31 -3.98 3.46 -0.10
C -2.79 -1.52 2.98 -0.36
C -3.38 -0.26 3.07 -0.10
C -4.75 -0.14 3.21 -0.05
C -5.54 -1.28 3.28 -0.05
C -4.96 -2.54 3.21 -0.05
C -3.58 -2.66 3.06 -0.06
C -0.62 -0.82 1.26 -0.40
C 0.53 -0.37 0.65 -0.41
N 0.13 0.16 -0.54 -0.20
N -1.19 0.05 -0.64 -0.01
N -1.65 -0.53 0.43 0.03
P 2.31 -0.51 0.81 0.66
Se 3.08 1.36 0.03 0.44
C 2.82 -1.91 -0.20 -0.36
C 3.98 -1.84 -0.96 -0.08
C 4.38 -2.94 -1.70 -0.05
C 3.63 -4.11 -1.68 -0.05
C 2.47 -4.18 -0.92 -0.06
C 2.06 -3.08 -0.18 -0.08
C 2.88 -0.76 2.49 -0.37
C 3.02 0.34 3.33 -0.14
C 3.49 0.16 4.62 -0.08
C 3.81 -1.11 5.07 -0.06
C 3.67 -2.21 4.23 -0.07
C 3.21 -2.04 2.93 -0.08
H -1.68 -3.48 0.76 0.12
H -1.03 -5.82 0.34 0.12
H 0.50 -6.98 1.91 0.12
H 1.35 -5.80 3.90 0.11
H 0.68 -3.45 4.33 0.07
H -2.76 0.63 3.04 0.11
H -5.20 0.84 3.28 0.12
H -6.61 -1.19 3.39 0.12
H -5.57 -3.43 3.27 0.12
H -3.14 -3.64 3.02 0.11
H 4.56 -0.93 -0.98 0.08
H 5.28 -2.88 -2.30 0.12
H 3.95 -4.96 -2.26 0.11
H 1.88 -5.08 -0.91 0.10
H 1.15 -3.14 0.40 0.08
H 2.77 1.34 2.98 0.09
H 3.60 1.01 5.28 0.12
H 4.17 -1.25 6.08 0.12
H 3.93 -3.20 4.57 0.11
H 3.12 -2.89 2.27 0.11
C 0.89 3.42 -1.39 -0.25
C 0.84 4.62 -1.05 -0.07
C 0.79 5.95 -0.65 -0.25
C 0.08 6.31 0.52 -0.02
C 0.05 7.63 0.91 -0.07
C 0.71 8.59 0.15 -0.05
C 1.41 8.25 -1.01 -0.06
C 1.46 6.94 -1.41 -0.01
H -0.42 5.54 1.09 0.12
H -0.49 7.92 1.80 0.11
H 0.67 9.63 0.46 0.11
H 1.91 9.01 -1.58 0.11
H 2.00 6.64 -2.30 0.12
B 4.17 1.04 -5.33 -0.40
C 3.11 1.03 -4.21 -0.18
N 2.31 1.03 -3.36 -0.10
H 4.11 -0.05 -5.85 0.01
H 5.22 1.22 -4.76 0.01
H 3.88 1.95 -6.06 0.01
O -0.68 1.19 -3.29 -0.09
C -1.76 1.76 -3.48 -0.48
C -2.56 2.42 -2.40 -0.11
C -3.87 1.59 -2.28 -0.17
C -3.80 0.11 -2.74 -0.19
C -3.93 -0.16 -4.25 -0.18
C -2.72 0.28 -5.07 -0.16
N -2.39 1.66 -4.69 0.08
H -2.78 3.46 -2.64 0.13
H -1.99 2.38 -1.47 0.08
H -4.66 2.09 -2.85 0.11
H -4.19 1.62 -1.24 0.11
H -4.61 -0.41 -2.24 0.11
H -2.88 -0.34 -2.36 0.09
H -4.82 0.35 -4.62 0.11
H -4.10 -1.23 -4.41 0.11
H -2.92 0.24 -6.14 0.12
H -1.85 -0.34 -4.87 0.12
H -3.22 2.24 -4.71 0.13
```

E_tot	-7549.1341	hartree
highest occupied orbital energy (spin up / spin down)	-9.376 / -10.361	eV
spin multiplicity	6
largest force on an atom	3.56	eV/Å
charge	+1
ΔE to the lowest compared entry with this formula, charge and spin	0.0	kcal/mol

Entry 4:
A structure of composition C41H39N7O3PPtS at a distorted geometry, computed with the ωB97M-V functional and the def2-TZVPD basis.

```
93
Properties=species:S:1:pos:R:3:lowdin_charge:R:1
Pt -1.65 0.89 -0.38 0.63
N -0.48 5.46 -0.77 0.07
C -0.29 4.27 -1.37 -0.15
N -1.25 3.45 -1.01 0.07
C -2.02 4.19 -0.18 -0.32
N -1.57 5.42 -0.02 0.15
C -3.27 3.70 0.36 -0.19
C -4.27 4.60 0.77 -0.05
N -5.47 4.19 1.12 0.11
C -5.70 2.89 1.06 -0.08
C -4.71 1.98 0.71 -0.08
N -3.49 2.38 0.37 0.06
H 0.07 6.30 -0.83 0.17
H 0.51 4.04 -2.03 0.13
H -4.07 5.66 0.80 0.12
H -6.70 2.56 1.31 0.12
H -4.91 0.92 0.68 0.09
O -7.52 -3.60 1.48 0.13
C -7.21 -3.64 0.17 -0.49
O -7.82 -4.35 -0.58 0.13
C -6.12 -2.74 -0.30 -0.13
C -6.01 -2.56 -1.69 0.00
C -5.05 -1.75 -2.23 -0.09
C -4.16 -1.07 -1.39 -0.67
S -3.00 0.01 -2.07 0.61
C -4.24 -1.27 -0.01 -0.19
C -5.20 -2.11 0.53 -0.03
H -6.98 -2.99 1.99 0.09
H -6.72 -3.09 -2.31 0.13
H -4.96 -1.63 -3.30 0.11
H -3.52 -0.75 0.62 0.05
H -5.20 -2.27 1.60 0.11
C 5.19 -3.35 -2.54 -0.06
C 4.39 -4.28 -1.63 -0.19
N 3.39 -3.60 -0.81 -0.05
C 3.73 -3.26 0.56 -0.20
C 4.93 -2.32 0.64 -0.07
C 2.19 -3.38 -1.38 -0.43
O 1.97 -3.54 -2.56 0.09
C 1.04 -2.99 -0.48 -0.09
C 0.62 -3.81 0.56 0.02
C -0.53 -3.47 1.25 -0.02
C -1.21 -2.31 0.88 -0.15
N -0.82 -1.54 -0.13 0.03
C 0.26 -1.88 -0.81 -0.05
H 5.95 -3.94 -3.05 0.08
H 5.67 -2.55 -1.99 0.06
H 4.53 -2.92 -3.28 0.07
H 5.05 -4.83 -0.96 0.12
H 3.85 -4.99 -2.26 0.13
H 3.95 -4.18 1.12 0.13
H 2.87 -2.77 1.03 0.10
H 5.83 -2.79 0.26 0.07
H 5.10 -2.05 1.68 0.06
H 4.74 -1.41 0.07 0.07
H 1.15 -4.72 0.81 0.13
H -0.91 -4.08 2.05 0.12
H -2.10 -2.02 1.42 0.10
H 0.54 -1.28 -1.66 0.12
C 2.05 5.47 2.03 -0.07
C 0.97 4.80 2.59 -0.06
C 0.54 3.61 2.03 -0.09
C 1.17 3.08 0.91 -0.37
C 2.26 3.75 0.35 -0.10
C 2.69 4.94 0.92 -0.07
P 0.55 1.47 0.32 0.97
C 1.37 1.16 -1.28 -0.37
C 2.70 0.79 -1.49 -0.08
C 3.15 0.51 -2.76 -0.06
C 2.31 0.58 -3.85 -0.05
C 0.98 0.95 -3.67 -0.05
C 0.52 1.23 -2.39 -0.17
C 1.34 0.46 1.61 -0.34
C 2.71 0.49 1.88 -0.08
C 3.22 -0.28 2.90 -0.08
C 2.38 -1.07 3.68 -0.06
C 1.02 -1.06 3.45 -0.06
C 0.50 -0.29 2.43 -0.12
H 2.41 6.39 2.46 0.11
H 0.49 5.21 3.46 0.11
H -0.29 3.07 2.48 0.11
H 2.76 3.34 -0.51 0.10
H 3.54 5.45 0.49 0.11
H 3.38 0.71 -0.66 0.08
H 4.18 0.22 -2.91 0.11
H 2.68 0.35 -4.84 0.12
H 0.31 0.99 -4.51 0.12
H -0.53 1.49 -2.27 0.03
H 3.36 1.15 1.33 0.10
H 4.28 -0.25 3.11 0.11
H 2.80 -1.67 4.47 0.11
H 0.36 -1.65 4.08 0.11
H -0.57 -0.23 2.25 0.07
```

E_tot	-3053.4729	hartree
highest occupied orbital energy	-10.079	eV
largest force on an atom	1.50	eV/Å
charge	+1
ΔE to the lowest compared entry with this formula, charge and spin	75.5	kcal/mol